Entry 1:
Entry from the OMol25 dataset: 2 unconnected molecules or ions with the total composition C2H8NO2 (the ωB97M-V functional and the def2-TZVPD basis).

Computed properties:
Total charge   +1
Frontier orbital gap   12.8 eV
LUMO   -3.57 eV
E_HOMO   -16.32 eV

Geometry as XYZ:
```
13
Properties=species:S:1:pos:R:3:mulliken_charge:R:1
C 1.071 -1.107 0.144 -0.57
C 0.859 1.332 -0.076 0.32
N 1.545 0.236 -0.104 -0.10
O -0.402 1.473 0.040 -0.33
O -2.584 -0.247 -0.172 -0.67
H -0.014 -1.168 0.116 0.15
H 1.492 -1.781 -0.603 0.29
H 1.424 -1.426 1.128 0.31
H 1.383 2.276 -0.233 0.38
H 2.543 0.310 -0.275 0.27
H -2.906 -0.675 0.627 0.34
H -1.044 0.697 0.030 0.31
H -3.367 0.079 -0.622 0.30
```

Entry 2:
Entry from the OMol25 dataset: 2 unconnected molecules or ions with the total composition C2H8NO2P in a non-equilibrium geometry (the ωB97M-V functional and the def2-TZVPD basis).

Computed properties:
Frontier orbital gap (spin up / spin down)   8.4 / 7.8 eV
LUMO (spin up / spin down)   -0.77 / -0.76 eV
E_HOMO (spin up / spin down)   -9.19 / -8.53 eV

Geometry as XYZ:
```
14
Properties=species:S:1:pos:R:3:mulliken_charge:R:1
C -1.380 -1.668 0.842 -0.53
C 1.582 1.918 0.555 -0.54
N 0.521 -1.076 -1.278 -0.56
O -1.622 -0.506 0.020 -0.29
O 0.412 2.224 -0.189 -0.56
P -0.544 0.014 -1.044 0.60
H -2.024 -1.483 1.745 0.23
H -0.280 -1.819 1.084 0.32
H -1.942 -2.538 0.210 0.23
H 2.364 1.479 -0.001 0.28
H 1.437 1.139 1.380 0.19
H 1.940 2.875 0.968 0.26
H 1.044 -1.003 -2.228 0.25
H -1.508 0.444 -2.065 0.11
```

Entry 3:
Entry from the OMol25 dataset: C2H8NO2P in the gas phase in a non-equilibrium geometry (the ωB97M-V functional and the def2-TZVPD basis).

Computed properties:
SMILES   CCO[P@H](N)=O
Frontier orbital gap   11.3 eV
LUMO   0.88 eV
E_HOMO   -10.38 eV

Geometry as XYZ:
```
14
Properties=species:S:1:pos:R:3:mulliken_charge:R:1
C -1.567 0.098 1.667 -1.03
C -0.783 -0.741 0.639 -0.23
N 2.288 0.503 -1.113 -0.44
O 0.241 1.539 -2.252 -0.61
O -0.024 0.366 0.035 -0.24
P 0.660 0.452 -1.388 0.49
H -2.613 0.068 1.385 0.28
H -1.706 -0.412 2.566 0.36
H -1.107 1.153 1.743 0.27
H -1.423 -1.246 -0.098 0.40
H -0.011 -1.378 1.139 0.24
H 2.992 0.801 -1.804 0.23
H 2.693 -0.209 -0.608 0.22
H 0.361 -0.994 -1.911 0.04
```

Entry 4:
Entry from the OMol25 dataset: C2H8NO2P in the gas phase in a non-equilibrium geometry (the ωB97M-V functional and the def2-TZVPD basis).

Computed properties:
SMILES   CP(C)(=O)NO
Frontier orbital gap   9.8 eV
LUMO   0.68 eV
E_HOMO   -9.08 eV

Geometry as XYZ:
```
14
Properties=species:S:1:pos:R:3:mulliken_charge:R:1
C -1.528 0.338 0.983 -0.92
C -0.346 -0.847 -1.319 -0.95
N 1.471 -0.297 0.916 -0.32
O 0.474 1.660 -0.632 -0.70
O 2.572 0.300 0.282 -0.34
P -0.001 0.431 0.018 0.75
H -2.360 0.652 0.330 0.34
H -1.707 -0.735 1.022 0.36
H -1.275 0.854 1.966 0.30
H -1.286 -0.407 -1.732 0.30
H 0.474 -0.775 -2.037 0.28
H -0.471 -1.960 -1.162 0.34
H 1.599 0.169 1.914 0.27
H 2.386 0.618 -0.551 0.29
```

Entry 5:
Entry from the OMol25 dataset: 2 unconnected molecules or ions with the total composition C2H8NO4 in a non-equilibrium geometry (the ωB97M-V functional and the def2-TZVPD basis).

Computed properties:
Total charge   +1
Frontier orbital gap   10.0 eV
LUMO   -4.33 eV
E_HOMO   -14.29 eV

Geometry as XYZ:
```
15
Properties=species:S:1:pos:R:3:mulliken_charge:R:1
C -0.016 -0.874 2.502 -0.73
C -0.518 0.539 0.621 0.78
N -0.882 0.227 1.855 -0.16
O -1.116 1.698 0.218 -0.42
O 0.202 -0.093 -0.162 -0.68
O 1.175 -0.437 -3.157 -0.16
O 0.359 0.562 -2.577 -0.35
H 0.046 -1.756 1.773 0.24
H 0.993 -0.492 2.654 0.30
H -0.449 -1.125 3.536 0.30
H 1.516 0.030 -3.973 0.45
H -1.500 0.686 2.414 0.24
H -0.814 1.895 -0.628 0.28
H 0.364 0.218 -1.498 0.48
H 0.640 -1.077 -3.577 0.42
```

Entry 6:
Entry from the OMol25 dataset: 2 unconnected molecules or ions with the total composition C2H8NOS in a non-equilibrium geometry (the ωB97M-V functional and the def2-TZVPD basis).

Computed properties:
Total charge   -1
Frontier orbital gap   6.8 eV
LUMO   4.24 eV
E_HOMO   -2.52 eV

Geometry as XYZ:
```
13
Properties=species:S:1:pos:R:3:mulliken_charge:R:1
C 1.257 -0.938 -1.459 -0.42
C 0.333 0.205 -1.028 -0.69
S -0.944 -0.266 0.169 -0.70
N 2.288 -1.215 -0.452 -0.51
H 0.631 -1.827 -1.579 0.22
H 1.659 -0.720 -2.438 0.25
H 0.958 0.998 -0.600 0.24
H -0.126 0.633 -1.924 0.22
H 3.190 -1.427 -0.863 0.19
H 2.431 -0.394 0.106 0.22
H -1.344 1.970 1.665 0.30
H -2.327 1.148 2.279 0.31
O -2.003 2.006 2.373 -0.63
```

Entry 7:
Entry from the OMol25 dataset: 2 unconnected molecules or ions with the total composition C2H8NOS2 in a non-equilibrium geometry (the ωB97M-V functional and the def2-TZVPD basis).

Computed properties:
Total charge   +1
Frontier orbital gap   7.4 eV
LUMO   -4.69 eV
E_HOMO   -12.06 eV

Geometry as XYZ:
```
14
Properties=species:S:1:pos:R:3:mulliken_charge:R:1
C -0.638 -1.257 0.222 -0.06
C 0.650 -0.545 0.288 0.27
N -0.889 -2.110 -0.650 -0.20
O 1.456 -1.036 -0.766 -0.51
S -0.084 2.818 -0.887 -0.17
S -0.196 2.972 1.193 -0.21
H -1.317 -1.216 1.024 0.43
H 0.286 0.506 0.270 -0.25
H 1.141 -0.732 1.305 0.40
H -1.749 -2.759 -0.646 0.32
H -0.376 -2.155 -1.495 0.25
H -1.474 2.829 1.401 0.19
H 2.297 -1.078 -0.369 0.32
H 0.892 3.762 -0.889 0.21
```

Entry 8:
Entry from the OMol25 dataset: a gas-phase ion, C2H8NSi (charge +1) in a non-equilibrium geometry (the ωB97M-V functional and the def2-TZVPD basis).

Computed properties:
Total charge   +1
SMILES   [NH3+][C@@H]1C[SiH2]1
Frontier orbital gap   9.9 eV
LUMO   -3.80 eV
E_HOMO   -13.72 eV

Geometry as XYZ:
```
12
Properties=species:S:1:pos:R:3:mulliken_charge:R:1
C -0.715 1.014 -0.008 -0.86
C -0.216 -0.324 0.282 -0.21
N -0.249 -1.324 -0.790 -0.32
Si 1.089 1.010 0.769 0.35
H -0.666 1.312 -0.988 0.33
H -1.600 1.654 0.422 0.28
H -0.664 -0.722 1.223 0.36
H -1.172 -1.765 -1.151 0.38
H 0.227 -2.140 -0.544 0.34
H 0.154 -0.920 -1.598 0.36
H 2.219 1.454 -0.043 -0.02
H 1.592 0.752 2.426 0.03
```

Entry 9:
Entry from the OMol25 dataset: 2 unconnected molecules or ions with the total composition C2H8O (the ωB97M-V functional and the def2-TZVPD basis).

Computed properties:
2S+1   2
Total charge   +1
Expectation value of S²   0.75
Frontier orbital gap (spin up / spin down)   10.9 / 4.6 eV
LUMO (spin up / spin down)   -4.72 / -11.04 eV
E_HOMO (spin up / spin down)   -15.66 / -15.66 eV

Geometry as XYZ:
```
11
Properties=species:S:1:pos:R:3:lowdin_spin:R:1
C 3.219 -1.434 0.488 0.00
H 3.175 -0.941 -0.492 0.00
H 3.920 -0.873 1.088 0.00
H 3.641 -2.431 0.369 0.00
H 2.208 -1.458 0.910 0.00
C -2.212 0.298 -0.279 0.18
O -1.282 1.281 -0.144 0.65
H -1.888 -0.391 -1.108 0.10
H -2.287 -0.276 0.635 0.00
H -3.163 0.724 -0.664 0.06
H -1.226 1.843 -0.963 0.00
```

Entry 10:
Entry from the OMol25 dataset: 2 unconnected molecules or ions with the total composition C2H8O2 in a non-equilibrium geometry (the ωB97M-V functional and the def2-TZVPD basis).

Computed properties:
SMILES   CO.CO
Frontier orbital gap   10.8 eV
LUMO   0.76 eV
E_HOMO   -10.02 eV

Geometry as XYZ:
```
12
Properties=species:S:1:pos:R:3:mulliken_charge:R:1
C -1.165 -1.149 1.534 -0.47
O 0.056 -1.478 0.873 -0.52
H 0.257 -0.880 0.151 0.32
H -1.877 -1.954 1.330 0.22
H -0.872 -1.095 2.586 0.21
H -1.602 -0.181 1.263 0.24
C 1.253 1.417 -1.266 -0.57
O -0.117 1.119 -1.054 -0.51
H -0.570 0.708 -1.770 0.30
H 1.859 1.296 -0.379 0.26
H 1.291 2.487 -1.517 0.25
H 1.672 0.942 -2.158 0.27
```

Entry 11:
Entry from the OMol25 dataset: 2 unconnected molecules or ions with the total composition C2H8O2 in a non-equilibrium geometry (the ωB97M-V functional and the def2-TZVPD basis).

Computed properties:
SMILES   CO.CO
Frontier orbital gap   10.9 eV
LUMO   0.88 eV
E_HOMO   -9.98 eV

Geometry as XYZ:
```
12
Properties=species:S:1:pos:R:3:mulliken_charge:R:1
C 0.241 -2.498 0.102 -0.56
O -0.191 -1.303 -0.560 -0.45
H -1.193 -1.477 -0.520 0.31
H 1.162 -2.684 -0.500 0.19
H 0.479 -2.209 1.131 0.19
H -0.546 -3.275 -0.089 0.33
C -0.018 2.620 -0.010 -0.50
O -0.178 1.336 0.635 -0.47
H 0.529 0.764 0.249 0.28
H -0.988 3.134 0.315 0.18
H -0.151 2.413 -1.104 0.26
H 0.855 3.179 0.351 0.23
```

Entry 12:
Entry from the OMol25 dataset: 2 unconnected molecules or ions with the total composition C2H8O2 in a non-equilibrium geometry (the ωB97M-V functional and the def2-TZVPD basis).

Computed properties:
SMILES   CO.CO
Frontier orbital gap   10.8 eV
LUMO   0.78 eV
E_HOMO   -10.05 eV

Geometry as XYZ:
```
12
Properties=species:S:1:pos:R:3:mulliken_charge:R:1
C 2.677 0.248 0.236 -0.47
C -2.375 -0.478 0.111 -0.56
H 1.088 0.022 -0.679 0.29
H 3.617 -0.248 0.335 0.22
H 2.751 1.308 -0.084 0.22
H 2.155 0.248 1.254 0.20
H -2.387 1.160 -0.829 0.30
H -1.852 -0.923 0.950 0.22
H -3.413 -0.365 0.474 0.31
H -2.445 -1.199 -0.778 0.24
O 1.896 -0.487 -0.680 -0.49
O -1.712 0.713 -0.311 -0.49
```